(1)
Formula: C6H4F3O3S
Source: the OMol25 dataset
Level of theory: ωB97M-V with the def2-TZVPD basis set

Geometry as XYZ:
```
17
C6H4F3O3S, DFT ωB97M-V with the def2-TZVPD basis set
C 2.44 -0.78 -0.09
C 1.15 0.00 -0.26
C 1.23 1.34 -0.25
C 0.02 2.15 -0.23
O 0.10 3.37 -0.39
S -1.65 1.34 0.01
O -1.86 1.50 1.48
C -1.27 -0.38 -0.42
C -2.28 -1.39 0.02
F -2.35 -1.69 1.37
F -3.57 -0.89 -0.31
F -2.18 -2.54 -0.63
O 0.07 -0.83 -0.19
H 2.19 -1.30 0.94
H 2.63 -1.60 -0.82
H 3.25 -0.13 0.08
H 2.10 1.84 -0.30
```

Properties
Charge ... -1
Frontier orbital gap (alpha / beta) ... 0.2554 / 0.2554 hartree
SMILES ... CC1=CC([O-])=S(=O)=C(C(F)(F)F)O1
ΔE to the lowest compared entry with this formula, charge and spin ... 24.5 kcal/mol
HOMO level (alpha / beta) ... -3.54 / -3.54 eV

Mulliken atomic charge list, values in e, 2 entries: atom 1 (C): -1.24, atom 2 (C): 0.90

***

(2)
Formula: C6H4N2
Source: the OMol25 dataset
Level of theory: ωB97M-V with the def2-TZVPD basis set

Geometry as XYZ:
```
12
C6H4N2, DFT ωB97M-V with the def2-TZVPD basis set
C -2.83 -0.60 0.20
C -1.76 0.03 -0.05
C -0.60 0.85 -0.34
C 0.59 0.32 -0.17
C 0.72 -1.10 -0.28
C 1.96 0.85 0.07
H -4.09 -0.69 0.97
H -0.97 1.86 -0.43
H -0.01 -1.94 -0.51
H 2.28 1.97 0.32
N 1.87 -1.41 -0.10
N 2.83 -0.14 0.32
```

Properties
Charge ... 0
Frontier orbital gap ... 0.3136 hartree
ΔE to the lowest compared entry with this formula, charge and spin ... 154.9 kcal/mol
HOMO level ... -9.74 eV

Mulliken atomic charge list, values in e, 2 entries: atom 1 (C): -0.14, atom 2 (C): -0.17

***

(3)
Formula: C6H4N2
Source: the OMol25 dataset
Level of theory: ωB97M-V with the def2-TZVPD basis set

Geometry as XYZ:
```
12
C6H4N2, DFT ωB97M-V with the def2-TZVPD basis set
C -2.89 -0.84 -1.04
C -1.75 -0.55 -0.68
C -0.46 -0.30 -0.05
C 0.08 -1.22 0.88
C 0.39 -2.06 1.65
N 0.18 0.68 -0.53
N 1.39 0.91 0.09
C 1.90 2.07 -0.34
H -3.85 -1.10 -1.42
H 0.74 -2.74 2.39
H 2.83 2.43 0.14
H 1.43 2.72 -1.10
```

Properties
Charge ... 0
Frontier orbital gap ... 0.3265 hartree
SMILES ... C#CC(C#C)=NN=C
ΔE to the lowest compared entry with this formula, charge and spin ... 119.4 kcal/mol
HOMO level ... -9.38 eV

Mulliken atomic charge list, values in e, 2 entries: atom 1 (C): 0.10, atom 2 (C): -0.62

***

Question: The lowest ΔE to the lowest compared entry with this formula, charge and spin belongs to which entry?
Answer: C6H4F3O3S

***

Question: Among the records above, which one has the lowest ΔE to the lowest compared entry with this formula, charge and spin?
Answer: C6H4F3O3S

***

Question: Which value of charge does entry 2 give?
Answer: 0

***

Question: ΔE to the lowest compared entry with this formula, charge and spin of number 1 (C6H4F3O3S)?
Answer: 24.5 kcal/mol